# 1
A structure of composition C46H45CaN9OSi2 in a non-equilibrium geometry, computed with ωB97M-V/def2-TZVPD.

* LUMO level: -0.57 eV
* Kohn-Sham gap: 5.37 eV
* energy relative to the best compared isomer or geometry (same formula, charge and spin): 0.0 kJ/mol
* spin multiplicity: 1

Geometry (Å):
Ca1 -0.7269 0.4143 1.3113
C1 -2.7500 2.1248 3.2260
N1 -1.2821 2.3185 2.9107
C2 -0.9094 3.6632 2.5394
C3 -0.9696 3.7342 1.0282
N2 -1.3149 2.6942 0.3068
C4 -1.3659 3.1318 -0.9982
C5 -1.7129 2.3842 -2.1336
C6 -1.7833 3.1131 -3.2962
C7 -1.2727 4.4271 -3.4487
C8 -0.9701 5.1839 -2.2895
C9 -1.0661 4.4779 -1.0807
N3 -0.8452 4.8490 0.2265
C10 -3.2028 0.7246 3.0152
N4 -2.9842 -0.0401 1.9146
C11 -3.6272 -1.2475 2.1486
C12 -3.6654 -2.4133 1.3911
C13 -4.2832 -3.5104 1.9825
C14 -4.8672 -3.4762 3.2502
C15 -4.8542 -2.2755 3.9986
C16 -4.1737 -1.1362 3.4509
N5 -3.8898 0.1062 3.9839
H1 -3.3084 2.7769 2.5567
H2 -2.9080 2.3573 4.2560
H3 -0.7731 2.0898 3.7586
H4 0.0405 3.9397 2.9908
H5 -1.6294 4.3834 2.9309
H6 -2.1594 1.3632 -2.0629
H7 -2.2119 2.7319 -4.2126
H8 -1.1864 4.9007 -4.3972
H9 -0.6473 6.1995 -2.4287
H10 -0.7086 5.7699 0.5484
H11 -3.2503 -2.4238 0.4016
H12 -4.2943 -4.4735 1.5139
H13 -5.1993 -4.3970 3.6860
H14 -5.2255 -2.2532 5.0266
H15 -1.3572 0.3778 5.3256
C17 3.2125 -1.3939 2.7165
Si1 1.4432 -0.5991 3.0585
C18 0.5893 -1.9116 4.1469
C19 2.1753 0.8462 4.2075
C20 3.4754 1.3035 3.9245
C21 4.1477 2.3002 4.6495
C22 3.5384 2.8452 5.7485
C23 2.2896 2.4219 6.1523
C24 1.6239 1.4000 5.3898
Si2 -0.0524 1.1263 6.1589
C25 -0.0944 -0.2350 7.5787
C26 -0.8083 2.5505 7.0741
H16 3.6024 -1.4493 3.7065
H17 3.9692 -0.9594 2.0726
H18 2.8575 -2.4080 2.3876
H19 1.1674 -2.3188 4.9662
H20 0.1273 -2.6854 3.5427
H21 -0.2632 -1.3824 4.5882
H22 4.0529 0.8478 3.1197
H23 5.1364 2.6498 4.3108
H24 4.0188 3.6579 6.3137
H25 2.0127 2.7055 7.1449
H26 -0.7916 0.1210 8.3743
H27 0.8861 -0.1703 7.9756
H28 -0.3325 -1.2961 7.3056
H29 -0.2560 2.7419 8.0409
H30 -1.7615 2.0179 7.1980
H31 -1.0520 3.4972 6.5785
C27 1.9179 -2.7310 -12.0111
O1 1.4982 -3.5750 -10.9060
C28 1.5150 -3.1224 -9.6114
C29 2.0874 -1.9582 -9.1932
C30 1.9982 -1.5780 -7.8349
C31 1.3313 -2.3446 -6.9298
C32 0.7543 -3.5331 -7.3971
C33 0.8280 -3.9152 -8.7062
C34 1.2387 -1.9692 -5.5509
N6 1.5228 -0.7980 -5.0715
C35 1.1576 -0.8403 -3.7462
C36 0.7202 -2.1119 -3.4193
N7 0.8312 -2.8394 -4.5819
C37 0.2557 -2.4926 -2.1157
C38 -0.1471 -3.7765 -1.7220
C39 -0.5436 -4.0001 -0.4488
C40 -0.5835 -2.9004 0.4481
N8 -0.2521 -1.6491 0.0332
C41 0.2812 -1.4457 -1.2064
C42 0.8213 -0.1210 -1.5085
N9 0.8766 0.7781 -0.5060
C43 1.5071 1.9221 -0.7576
C44 2.2213 2.2203 -1.9093
C45 1.9976 1.4046 -2.9875
C46 1.2270 0.2111 -2.8165
H32 1.5456 -3.2414 -12.8482
H33 2.9983 -2.7007 -12.0516
H34 1.4549 -1.7413 -11.8594
H35 2.5902 -1.3410 -9.8871
H36 2.4905 -0.6550 -7.5432
H37 0.2464 -4.1069 -6.6452
H38 0.4657 -4.8824 -8.9986
H39 0.5180 -3.7351 -4.7160
H40 -0.1167 -4.6228 -2.3898
H41 -0.7649 -4.9834 -0.0893
H42 -0.9744 -2.9546 1.4637
H43 1.4957 2.6131 0.0812
H44 2.9302 3.0170 -1.8931
H45 2.4794 1.6857 -3.9295

# 2
A structure of composition C46H45F3N3PdS2Sb in a non-equilibrium geometry, computed with ωB97M-V/def2-TZVPD.

* LUMO level (spin up / spin down): 4.20 / 4.20 eV
* total charge: -2
* Kohn-Sham gap (spin up / spin down): 3.29 / 3.29 eV
* spin multiplicity: 1

Geometry (Å):
Pd1 12.8807 14.0998 13.1397
C1 8.7734 9.6963 16.2024
C2 8.6693 10.2674 14.7709
C3 7.1879 10.3161 14.3854
C4 9.5392 9.4281 13.8549
C5 9.2558 8.0654 13.8422
C6 10.1551 7.1322 13.3657
C7 11.3758 7.5630 12.8909
C8 11.7000 8.9254 12.8056
C9 13.1348 9.3724 12.5480
C10 13.4211 10.1750 11.2824
C11 13.6259 10.1106 13.7885
C12 10.7113 9.8866 13.1418
N1 10.9746 11.1986 12.8733
C13 9.9381 11.9854 12.7067
C14 9.8456 13.4131 12.7906
C15 8.5996 14.1011 12.7377
C16 8.8900 15.4185 13.0371
C17 10.3233 15.5817 13.1247
N2 10.8751 14.3445 13.0134
C18 11.1465 16.8014 13.4550
C19 11.4349 16.7361 14.9951
C20 10.2846 18.0363 13.1739
C21 12.4274 16.9148 12.5863
H1 8.3208 10.3254 16.9419
H2 9.8164 9.4495 16.4196
H3 8.2440 8.7384 16.2479
H4 9.0650 11.2872 14.7678
H5 6.7041 9.3569 14.4705
H6 7.0355 10.6965 13.3677
H7 6.6669 10.9978 15.0688
H8 8.3593 7.6960 14.3201
H9 9.9190 6.0850 13.3923
H10 12.1264 6.8399 12.6300
H11 13.7199 8.4409 12.4102
H12 13.0576 11.1968 11.3948
H13 12.8809 9.7639 10.4162
H14 14.5120 10.1271 11.1159
H15 13.3979 11.1803 13.7641
H16 14.6884 9.9816 13.8759
H17 13.1787 9.6726 14.6734
H18 8.9331 11.5576 12.6120
H19 7.6200 13.6870 12.5670
H20 8.1693 16.2149 13.2101
H21 10.5104 16.9713 15.5961
H22 12.1959 17.5116 15.2391
H23 11.8641 15.7783 15.3441
H24 9.4218 18.1130 13.8449
H25 9.9439 18.1085 12.1332
H26 10.8955 18.9602 13.3748
H27 13.2374 16.1945 12.8482
H28 12.7782 17.9223 12.7890
H29 12.1820 16.8718 11.5243
S1 12.8647 13.2545 15.5641
C22 14.5483 13.4194 15.2092
N3 14.6665 13.9066 13.9643
C23 15.9496 13.9032 13.4996
C24 16.3936 14.2753 12.2172
C25 17.7196 14.1737 11.8823
C26 18.5886 13.8107 12.8996
C27 18.1931 13.4904 14.2124
C28 16.8709 13.4818 14.4937
S2 16.0634 13.0518 15.9976
H30 15.6815 14.6781 11.5368
H31 18.0912 14.4510 10.8633
H32 19.6503 13.7186 12.6815
H33 18.9480 13.3921 15.0065
F1 16.9117 12.0645 6.2668
C29 15.9552 12.5960 7.1021
C30 14.8613 13.2460 6.5438
C31 13.7818 13.5533 7.3591
C32 13.8478 13.3189 8.7364
C33 15.0291 12.8096 9.2867
C34 16.0842 12.4311 8.4830
Sb1 12.1689 13.7976 9.9876
C35 10.7981 12.4733 8.9278
C36 11.2625 11.3697 8.2003
C37 10.3704 10.4085 7.7174
C38 9.0391 10.5536 8.0653
F2 8.2040 9.5064 7.7554
C39 8.5423 11.6610 8.7615
C40 9.4206 12.6395 9.1222
C41 11.5881 15.6642 8.9919
C42 10.2916 16.1657 9.0081
C43 9.9496 17.3104 8.3232
C44 10.9831 18.0891 7.7965
F3 10.7042 19.1920 7.0481
C45 12.3224 17.6656 7.8511
C46 12.6210 16.4307 8.4592
H34 14.8341 13.4967 5.4885
H35 12.8827 13.9684 6.9371
H36 15.1276 12.6390 10.3576
H37 17.0026 12.0491 8.8897
H38 12.3269 11.2154 8.0385
H39 10.7144 9.5656 7.1310
H40 7.4841 11.8259 8.9435
H41 9.0240 13.5413 9.5811
H42 9.5236 15.6487 9.5310
H43 8.9343 17.6607 8.3188
H44 13.0736 18.2235 7.3348
H45 13.6685 16.0892 8.5837

# 3
A structure of composition C46H45F5I2N9O5RbS2 in a non-equilibrium geometry, computed with ωB97M-V/def2-TZVPD.

* LUMO level: 3.08 eV
* total charge: -2
* Kohn-Sham gap: 5.42 eV
* energy relative to the best compared isomer or geometry (same formula, charge and spin): 0.0 kJ/mol
* spin multiplicity: 1

Geometry (Å):
Rb1 14.1171 10.9864 12.7004
C1 14.4479 14.6452 14.5908
C2 14.0441 13.6300 15.6394
N1 13.3647 12.4554 15.0439
C3 11.9361 12.4801 15.1526
C4 11.3908 13.3839 14.0754
C5 10.3970 14.2760 14.2666
C6 10.0348 15.0546 13.2128
C7 10.6306 14.9726 11.9998
C8 11.5589 13.9847 11.8586
C9 12.0856 13.7406 10.4413
N2 13.4853 13.9500 10.1002
C10 13.9615 15.2466 10.5134
C11 15.3474 15.1642 12.4408
N3 15.1933 14.1409 13.4337
N4 11.8982 13.1541 12.8404
H1 15.0314 15.4892 15.0681
H2 13.6198 15.0632 14.1429
H3 13.4105 14.1621 16.2877
H4 14.9990 13.3722 16.1545
H5 13.7668 11.6130 15.4402
H6 11.6394 12.8690 16.1447
H7 11.6236 11.4502 15.0454
H8 9.9081 14.3862 15.2173
H9 9.2418 15.8372 13.4145
H10 10.3992 15.6966 11.2147
H11 11.3921 14.2562 9.6797
H12 11.9727 12.6576 10.2603
H13 14.0740 13.1590 10.2751
H14 13.2408 15.8745 10.0498
H15 14.9130 15.3657 9.9974
H16 15.7947 16.0658 12.8672
H17 16.0052 14.8498 11.6494
H18 16.0797 13.7251 13.5451
C12 7.9803 7.9782 18.4858
N5 8.1034 8.9806 17.4608
C13 9.0135 9.9875 17.5309
C14 8.7837 10.8300 16.5173
N6 7.6810 10.2710 15.7953
C15 7.3297 9.0870 16.3348
S1 6.2266 7.9260 15.7367
C16 7.5170 10.5908 14.4313
C17 6.3220 10.2633 13.7333
C18 6.3630 10.3927 12.3427
C19 7.5503 10.8539 11.7726
C20 8.6418 11.2231 12.5386
N7 8.5519 11.1677 13.8570
H19 7.4600 8.3385 19.4080
H20 8.9835 7.7363 18.7997
H21 7.4786 7.1568 18.0828
H22 9.6435 10.0991 18.3709
H23 9.3503 11.6926 16.2357
H24 5.4568 9.8644 14.2241
H25 5.4843 10.0689 11.7697
H26 7.6806 10.7362 10.6858
H27 9.6405 11.5143 12.1686
I1 9.5120 9.2658 9.0202
C21 11.5668 8.7469 9.1957
C22 12.0183 7.6648 8.5171
C23 13.3560 7.3092 8.4767
I2 13.8476 5.6514 7.2713
C24 14.3479 8.1787 8.9801
C25 15.7435 8.0235 8.8784
C26 16.5483 9.0322 9.3430
C27 15.9384 10.2051 9.8419
N8 14.6611 10.4133 9.8946
C28 13.8428 9.4024 9.5377
C29 12.3880 9.6791 9.8117
O1 12.0183 10.6121 10.5181
H28 11.3053 6.9844 7.9620
H29 16.2551 7.2080 8.3327
H30 17.6816 9.0174 9.2327
H31 16.5832 11.0230 10.1099
F1 11.9847 9.5668 18.8052
C30 12.9792 8.9224 18.0074
C31 13.4101 9.5497 16.8731
C32 14.5016 8.8527 16.3520
F2 15.1342 9.3318 15.1933
C33 15.1280 7.7348 16.8512
F3 16.1875 7.0740 16.2528
C34 14.6732 7.2334 18.0744
F4 15.1939 6.0844 18.5334
C35 13.5698 7.8506 18.6782
F5 12.9964 7.3185 19.7846
C36 17.8041 9.8262 13.0753
C37 17.0715 8.5254 13.2802
O2 15.8151 8.5292 12.6356
C38 15.1790 7.2590 12.7362
C39 13.6430 7.3175 12.6580
H32 18.7082 9.8540 13.6691
H33 17.2085 10.6683 13.3843
H34 18.1103 9.8870 12.0282
H35 16.9695 8.3036 14.3477
H36 17.6967 7.6396 12.8785
H37 15.5297 6.9410 13.8017
H38 15.6221 6.6303 11.9214
H39 13.2956 7.7887 13.5805
H40 13.2796 6.3167 12.7001
H41 13.2956 7.8248 11.7970
O3 20.8105 13.9180 13.8992
S2 20.6219 14.1012 12.4796
O4 19.3350 13.8283 11.8871
N9 21.9335 13.2768 11.8747
C40 22.8633 13.9922 11.3893
O5 14.0593 15.5627 11.9184
C41 22.5422 15.5240 11.5674
C42 23.4158 16.6120 11.4347
C43 23.1089 17.8601 11.9332
C44 21.8195 18.0875 12.3357
C45 20.8687 17.0470 12.4479
C46 21.3081 15.7630 12.1380
H42 24.4001 16.3631 11.0986
H43 23.8593 18.6385 11.9723
H44 21.5388 19.0634 12.5833
H45 19.8617 17.1930 12.7947

# 4
A structure of composition C46H45FNP2RuS in a non-equilibrium geometry, computed with ωB97M-V/def2-TZVPD.

* LUMO level (spin up / spin down): 0.33 / -0.56 eV
* Kohn-Sham gap (spin up / spin down): 4.88 / 6.39 eV
* energy relative to the best compared isomer or geometry (same formula, charge and spin): 178.6 kJ/mol
* spin multiplicity: 6

Geometry (Å):
Ru1 0.4219 0.0749 0.0507
C1 0.4280 -1.5249 2.1062
C2 1.7301 -0.9453 2.1295
C3 2.4245 -1.3834 0.9582
C4 1.5835 -2.2825 0.2544
C5 0.3345 -2.3586 0.9494
C6 -0.7170 -3.4003 0.7381
C7 2.0473 -3.1174 -0.8917
C8 3.8522 -1.0939 0.6247
C9 2.4186 -0.3842 3.3304
C10 -0.6136 -1.4300 3.1769
H1 -0.4613 -4.2957 1.3111
H2 -0.7902 -3.6838 -0.3088
H3 -1.6904 -3.0530 1.0805
H4 1.2610 -3.7721 -1.2619
H5 2.8953 -3.7305 -0.5797
H6 2.3855 -2.4724 -1.7033
H7 4.4875 -1.9423 0.8908
H8 4.2081 -0.2166 1.1626
H9 3.9653 -0.9193 -0.4453
H10 3.0436 -1.1698 3.7598
H11 1.7100 -0.0677 4.0900
H12 3.0697 0.4511 3.0784
H13 -0.5350 -2.2673 3.8747
H14 -1.6123 -1.4453 2.7394
H15 -0.4991 -0.5058 3.7397
N1 -1.7612 2.1716 -0.7107
P1 -1.9338 0.4451 -0.4780
C11 -3.6083 0.5606 0.2446
C12 -3.7095 0.9764 1.5759
C13 -4.9396 1.1659 2.1698
C14 -6.1022 0.9033 1.4604
C15 -6.0127 0.4438 0.1544
C16 -4.7835 0.2674 -0.4523
C17 -2.3767 -0.1360 -2.1453
C18 -2.8491 0.6799 -3.1670
C19 -3.2142 0.1177 -4.3762
C20 -3.1103 -1.2490 -4.5734
C21 -2.6236 -2.0624 -3.5626
C22 -2.2520 -1.5054 -2.3548
P2 -0.3677 3.0999 -0.5460
C23 0.3192 3.5786 -2.1289
C24 -0.6041 4.3238 -2.8829
C25 -0.2533 4.8259 -4.1173
C26 1.0164 4.5954 -4.6263
C27 1.9230 3.8385 -3.8942
C28 1.5855 3.3258 -2.6587
C29 -0.8990 4.6158 0.2397
C30 -1.8317 4.6142 1.2892
C31 -1.9217 5.7003 2.1365
C32 -1.0725 6.7873 1.9868
C33 -0.1426 6.7970 0.9484
C34 -0.0513 5.7238 0.0957
H16 -2.6141 2.7016 -0.8859
H17 -2.8090 1.1545 2.1477
H18 -4.9966 1.5216 3.1878
H19 -7.0680 1.0400 1.9258
H20 -6.9143 0.2303 -0.4016
H21 -4.7379 -0.0839 -1.4733
H22 -2.9184 1.7505 -3.0297
H23 -3.5699 0.7489 -5.1768
H24 -3.3945 -1.6811 -5.5222
H25 -2.5317 -3.1268 -3.7210
H26 -1.8597 -2.1166 -1.5514
H27 -1.5875 4.5111 -2.4700
H28 -0.9642 5.4031 -4.6893
H29 1.2993 4.9957 -5.5883
H30 2.9062 3.6449 -4.2956
H31 2.3008 2.7206 -2.1266
H32 -2.5085 3.7792 1.4098
H33 -2.6525 5.6981 2.9329
H34 -1.1180 7.6141 2.6792
H35 0.5268 7.6383 0.8278
H36 0.6766 5.7137 -0.7044
S1 1.4893 0.1410 -2.1479
C35 0.7642 -0.2093 -3.6967
C36 1.0414 -1.4151 -4.3384
C37 0.5541 -1.6521 -5.6062
C38 -0.1732 -0.6796 -6.2731
C39 -0.4529 0.5176 -5.6374
C40 -0.0049 0.7480 -4.3514
H37 1.6452 -2.1587 -3.8416
H38 0.7670 -2.5957 -6.0853
H39 -0.5133 -0.8488 -7.2825
H40 -1.0240 1.2814 -6.1452
H41 -0.2375 1.6754 -3.8521
F1 2.6206 3.1190 4.2422
C41 2.0000 2.7799 3.0887
C42 2.7186 2.7912 1.8974
C43 2.0814 2.5246 0.7115
C44 0.6731 2.2547 0.6689
C45 0.0011 2.1743 1.9451
C46 0.6535 2.4429 3.1223
H42 3.7695 3.0340 1.9086
H43 2.6523 2.5674 -0.2028
H44 -1.0675 2.0016 1.9572
H45 0.1348 2.4234 4.0695